Entry 1:
DFT (the ωB97M-V functional and the def2-TZVPD basis) results for a cluster of 2 separate species, C2H7N2OS in total at a distorted geometry.

- largest force on an atom (eV/A) = 4.0
- net charge = +1
- LUMO (eV) = -3.91
- Kohn-Sham gap (eV) = 9.699

Element x y z (Å)
S  -1.303  -0.840  0.683
O  -0.094  -0.066  1.005
N  1.966  -1.062  -0.734
N  2.113  0.931  0.502
C  -2.125  0.106  -0.667
C  1.877  -0.241  0.100
H  1.420  1.619  0.766
H  -2.396  -0.792  1.533
H  -3.099  -0.237  -0.671
H  2.351  -2.001  -0.963
H  2.986  1.369  0.283
H  -1.514  0.032  -1.520
H  -2.181  1.184  -0.316

---

Entry 2:
DFT (the ωB97M-V functional and the def2-TZVPD basis) results for a structure of composition C64H68N7O4PSSbTeTi at a distorted geometry.

- largest force on an atom (eV/A) = 1.2
- net charge = +1
- LUMO (eV) = -3.43
- Kohn-Sham gap (eV) = 5.703

Element x y z (Å)
Te  -3.005  1.811  -0.726
Sb  4.110  -1.787  1.846
Ti  0.510  -0.609  0.499
S  0.510  3.214  -5.954
P  2.224  -2.477  -1.498
O  1.001  1.100  3.992
O  -0.758  -2.390  0.954
O  1.279  -0.071  2.037
O  -0.726  -0.202  3.256
N  -0.521  2.099  -5.419
N  0.747  -2.375  3.677
N  1.614  3.160  -4.784
N  1.747  0.671  -0.630
N  1.234  -1.109  4.111
N  -1.127  0.342  1.004
N  -0.461  -0.689  -1.443
C  -1.602  -1.282  -1.760
C  3.519  2.221  -0.973
C  2.054  -3.987  -0.473
C  -5.723  2.113  -2.141
C  -3.753  4.411  2.701
C  1.198  2.248  -3.917
C  -1.613  3.930  1.000
C  -3.913  3.506  1.655
C  4.484  -0.323  3.380
C  -2.944  0.067  2.650
C  -2.832  3.266  0.798
C  -0.638  -4.232  -3.944
C  -4.498  2.756  -1.911
C  6.378  -2.780  -3.497
C  -0.405  3.701  0.125
C  6.189  -2.138  1.343
C  1.264  0.948  -1.862
C  0.410  -2.460  -5.177
C  0.736  2.315  3.295
C  0.174  -3.951  -2.849
C  0.725  -0.049  3.297
C  -5.173  -0.781  2.321
C  2.425  -6.287  0.121
C  -5.105  4.440  -3.529
C  -0.522  -3.490  -5.108
C  5.352  -3.603  -3.951
C  -4.193  3.939  -2.609
C  0.025  0.256  -2.277
C  -5.534  -0.318  3.579
C  -2.318  -0.975  -2.915
C  -6.181  0.868  -1.411
C  -5.232  2.793  1.509
C  4.540  -4.120  4.055
C  -1.534  0.131  2.177
C  3.841  -2.628  -2.342
C  4.779  -0.790  4.803
C  1.858  1.906  -2.666
C  0.756  -5.025  1.303
C  1.069  -3.920  0.519
C  -6.604  2.651  -3.079
C  2.729  -5.184  -0.667
C  1.119  -2.930  -2.909
C  1.220  -2.184  -4.087
C  -0.025  1.641  -4.279
C  7.240  -1.992  2.444
C  4.092  -3.529  -3.379
C  0.422  -2.618  0.713
C  -2.895  4.678  -2.406
C  6.135  -1.868  -2.483
C  1.442  -6.211  1.105
C  -0.631  0.619  -3.441
C  -3.309  0.531  3.910
C  4.870  -1.790  -1.914
C  -1.500  4.827  2.057
C  3.851  -3.730  2.748
C  -6.312  3.802  -3.790
C  -1.836  -0.010  -3.761
C  -2.558  5.079  2.922
C  2.832  1.297  -0.192
C  -2.414  6.064  4.052
C  3.024  2.536  -2.216
C  -4.604  0.347  4.369
C  -3.880  -0.588  1.857
C  -7.281  4.353  -4.803
H  3.150  1.049  0.812
H  3.301  -4.168  -3.749
H  -8.115  4.854  -4.307
H  5.642  -1.452  4.851
H  0.974  -0.898  5.071
H  -5.895  -1.301  1.703
H  7.121  -2.732  3.233
H  -5.651  2.936  0.512
H  -2.579  1.040  4.525
H  1.262  -3.087  4.181
H  5.535  -4.305  -4.754
H  -1.430  5.989  4.518
H  0.514  -1.880  -6.085
H  -3.574  -0.970  0.892
H  4.674  -1.070  -1.129
H  6.927  -1.220  -2.132
H  -0.021  2.691  0.272
H  7.208  -1.006  2.909
H  3.600  0.319  3.386
H  4.983  0.069  5.447
H  -4.587  4.585  3.372
H  2.955  -7.217  -0.035
H  1.959  -1.391  -4.158
H  -3.243  -1.495  -3.121
H  -0.006  -4.937  2.067
H  3.506  3.268  -2.850
H  5.624  -4.052  3.984
H  7.363  -2.851  -3.940
H  -0.557  5.343  2.212
H  1.220  -7.076  1.714
H  -0.657  3.810  -0.932
H  4.302  -5.157  4.307
H  -6.537  -0.483  3.949
H  4.192  -4.379  1.936
H  -7.700  3.556  -5.418
H  -0.317  2.398  3.021
H  0.383  4.413  0.373
H  2.773  -3.879  2.829
H  -2.910  5.628  -2.939
H  4.223  -3.498  4.889
H  -2.052  4.088  -2.782
H  -2.710  4.880  -1.350
H  -3.171  5.901  4.818
H  3.917  -1.310  5.221
H  -6.329  0.042  -2.110
H  -2.365  0.280  -4.660
H  -2.526  7.087  3.687
H  -5.104  1.717  1.660
H  -6.798  5.077  -5.457
H  -0.244  -2.467  3.895
H  -4.862  5.352  -4.065
H  -7.143  1.054  -0.928
H  1.351  2.394  2.398
H  5.319  0.259  2.982
H  3.495  -5.262  -1.429
H  -1.351  -5.043  -3.886
H  -1.146  -3.716  -5.963
H  -4.885  0.711  5.348
H  -7.553  2.150  -3.248
H  8.243  -2.123  2.032
H  -5.951  3.162  2.240
H  4.407  2.695  -0.581
H  6.208  -3.146  0.919
H  0.074  -4.550  -1.952
H  0.992  3.116  3.982
H  -5.476  0.552  -0.647
H  -1.954  -2.039  -1.071
H  6.435  -1.460  0.522

---

Entry 3:
DFT (the ωB97M-V functional and the def2-TZVPD basis) results for a cluster of 12 separate species, C48H72O24 in total at a distorted geometry.

- largest force on an atom (eV/A) = 5.0
- LUMO (eV) = -0.17
- Kohn-Sham gap (eV) = 9.539
- SMILES = O=C1CCCO1.O=C1CCCO1.O=C1CCCO1.O=C1CCCO1.O=C1CCCO1.O=C1CCCO1.O=C1CCCO1.O=C1CCCO1.O=C1CCCO1.O=C1CCCO1.O=C1CCCO1.O=C1CCCO1

Element x y z (Å)
O  4.502  -1.015  4.328
O  -2.763  2.135  3.833
O  -6.237  -0.539  -2.174
O  -4.307  -4.420  -1.143
O  3.317  1.696  -2.748
O  4.251  -3.183  -2.277
O  -1.146  -1.915  1.376
O  4.540  4.451  3.004
O  2.243  -3.421  -1.287
O  -2.901  -3.086  2.229
O  2.096  0.738  -4.305
O  -3.239  3.035  0.601
O  5.618  -1.208  6.262
O  2.595  -0.079  0.251
O  3.429  -4.316  -7.275
O  6.100  3.733  1.577
O  0.675  1.096  0.598
O  -3.607  2.460  -1.460
O  -3.023  -5.688  0.235
O  -2.404  5.196  -3.727
O  -3.212  -0.003  3.672
O  -4.613  -0.120  -0.740
O  1.833  -4.847  -5.828
O  -0.283  4.379  -3.874
C  5.011  3.693  2.059
C  3.841  0.505  6.022
C  -3.241  -3.875  3.365
C  -0.421  2.194  3.755
C  -4.489  2.666  -2.485
C  -3.941  3.087  -0.379
C  2.438  -2.660  -5.678
C  1.736  -3.713  0.012
C  -2.763  -3.018  -2.045
C  0.785  -0.369  -1.282
C  0.943  -4.274  -4.803
C  -5.203  -1.360  1.032
C  -1.904  -4.097  4.054
C  2.704  -3.969  -6.350
C  -0.851  0.817  3.989
C  3.190  4.123  3.297
C  4.734  -0.617  5.614
C  3.306  0.927  4.700
C  -5.753  3.115  -1.816
C  4.112  -3.280  0.140
C  -2.018  -4.050  -1.283
C  3.202  1.035  -3.866
C  2.634  3.424  2.038
C  -4.143  -3.552  -2.225
C  4.627  2.043  -2.460
C  -3.169  -4.798  -0.592
C  -0.589  0.258  -1.122
C  -2.372  0.913  3.765
C  1.445  0.163  -0.043
C  -1.695  2.928  4.270
C  3.914  2.784  1.556
C  -1.341  4.925  -3.205
C  -5.806  -0.538  -1.036
C  3.602  -3.304  -1.255
C  -0.958  -2.938  3.616
C  2.784  -3.178  0.950
C  -5.241  3.800  -0.560
C  -4.315  -0.287  0.656
C  5.485  1.485  -3.592
C  0.811  3.977  -2.940
C  3.448  -0.261  3.769
C  0.520  4.856  -1.686
C  -1.611  -2.591  2.286
C  4.558  0.550  -4.362
C  -0.578  1.257  -0.037
C  -6.430  -1.053  0.225
C  -0.977  4.921  -1.741
C  1.061  -2.794  -5.064
H  2.441  -2.174  1.202
H  -6.983  -0.292  0.777
H  1.825  4.185  -3.281
H  4.871  1.655  -1.471
H  -1.490  1.090  0.535
H  3.247  3.482  4.177
H  -1.793  2.929  5.356
H  3.196  -2.680  -4.894
H  -4.769  -2.315  0.738
H  -0.075  -4.660  -4.747
H  1.168  0.089  -2.194
H  4.076  1.810  2.018
H  -4.618  1.734  -3.036
H  -0.684  2.261  -0.447
H  1.842  2.685  2.156
H  -2.033  -4.215  5.130
H  -0.755  0.505  5.029
H  5.694  2.322  -4.259
H  -3.648  -4.847  3.088
H  6.352  0.912  -3.265
H  3.647  0.056  2.745
H  2.779  -3.772  1.864
H  0.903  4.341  -0.804
H  -1.898  3.950  3.952
H  0.781  -1.459  -1.294
H  0.470  2.494  4.307
H  4.338  1.276  6.611
H  2.724  5.037  3.665
H  -4.122  3.465  -3.128
H  -3.927  -3.358  4.036
H  1.518  -4.640  -3.952
H  4.012  1.648  4.288
H  -0.381  0.075  3.344
H  4.666  0.581  -5.446
H  -1.345  -0.448  -0.777
H  3.999  2.720  0.471
H  -1.407  -3.515  -0.556
H  -4.882  4.799  -0.807
H  -3.254  -0.530  0.727
H  -2.809  -2.115  -1.437
H  2.561  -0.894  3.783
H  -1.315  5.858  -1.296
H  4.907  -2.549  0.286
H  2.975  0.128  6.567
H  0.970  5.848  -1.707
H  0.718  -3.356  0.171
H  -1.024  0.650  -2.041
H  -1.410  4.087  -1.188
H  2.612  -1.727  -6.215
H  2.346  4.231  1.365
H  0.047  -3.359  3.603
H  -1.035  -2.030  4.214
H  -4.533  0.544  1.327
H  0.605  2.918  -2.786
H  1.701  -4.799  0.098
H  4.579  -4.265  0.143
H  1.015  -2.222  -4.137
H  -4.964  -2.837  -2.172
H  4.838  3.109  -2.366
H  -6.357  3.760  -2.455
H  -5.466  -1.494  2.082
H  -7.153  -1.849  0.048
H  0.321  -2.463  -5.793
H  -1.488  -5.030  3.674
H  -6.404  2.266  -1.605
H  2.293  1.328  4.674
H  -4.228  -4.120  -3.152
H  -2.272  -2.761  -2.984
H  -5.884  3.804  0.320
H  -0.291  2.404  2.693
H  4.510  -0.498  -4.068
H  -1.399  -4.713  -1.889

---

Entry 4:
DFT (the ωB97M-V functional and the def2-TZVPD basis) results for an isolated molecule of C5H12O2 at a distorted geometry.

- largest force on an atom (eV/A) = 1.8
- LUMO (eV) = 1.00
- Kohn-Sham gap (eV) = 10.827
- SMILES = CO[C@@H](C)CCO

Element x y z (Å)
O  -1.394  1.895  0.739
O  0.330  0.567  -0.800
C  -1.913  0.627  1.046
C  -0.801  -0.416  1.218
C  1.672  -0.721  0.397
C  0.822  0.219  -2.077
C  0.120  -0.624  -0.028
H  2.010  -1.690  0.731
H  -0.771  1.749  0.009
H  1.491  -0.663  -2.111
H  -0.525  -1.264  -0.703
H  -2.463  0.736  1.992
H  -0.044  0.003  -2.702
H  1.752  0.034  1.195
H  -1.273  -1.366  1.531
H  1.386  1.076  -2.444
H  -0.170  -0.106  2.051
H  -2.652  0.289  0.296
H  2.424  -0.342  -0.337

---

Entry 5:
DFT (the ωB97M-V functional and the def2-TZVPD basis) results for an isolated molecule of C6H10O at a distorted geometry.

- largest force on an atom (eV/A) = 5.9
- LUMO (eV) = 0.96
- Kohn-Sham gap (eV) = 10.055
- SMILES = CC/C=C/C=C/O

Element x y z (Å)
O  2.107  -0.563  -3.183
C  0.009  0.311  0.489
C  -1.746  1.594  1.758
C  1.298  -1.002  -2.151
C  1.638  -0.991  -0.858
C  0.641  -0.847  0.149
C  -1.125  0.275  1.391
H  -1.979  -0.318  0.971
H  -1.210  2.312  2.280
H  0.287  1.093  -0.197
H  -2.165  2.059  0.925
H  0.660  -1.639  0.867
H  2.097  -1.437  -3.577
H  0.265  -1.311  -2.474
H  -2.743  1.259  2.210
H  2.781  -0.629  -0.983
H  -0.815  -0.165  2.383

---

Entry 6:
DFT (the ωB97M-V functional and the def2-TZVPD basis) results for an isolated molecule of C3H7NOSi at a distorted geometry.

- largest force on an atom (eV/A) = 7.5
- LUMO (eV) = 0.50
- Kohn-Sham gap (eV) = 11.703
- SMILES = C[SiH](C)OC#N

Element x y z (Å)
Si  0.040  -0.075  0.527
O  -1.358  -0.814  -0.135
N  -3.735  0.348  0.312
C  0.490  1.642  -0.209
C  -2.704  -0.088  0.104
C  1.230  -1.501  -0.186
H  0.063  2.521  0.331
H  1.711  -1.894  0.656
H  -0.094  1.768  -1.215
H  1.470  1.457  -0.625
H  2.014  -0.968  -0.724
H  0.941  -2.367  -0.813
H  -0.068  -0.027  1.977

---

Entry 7:
DFT (the ωB97M-V functional and the def2-TZVPD basis) results for an isolated molecule of C7H10.

- largest force on an atom (eV/A) = 0.4
- LUMO (eV) = 0.63
- Kohn-Sham gap (eV) = 8.572

Element x y z (Å)
C  -0.045  -1.101  0.373
C  0.399  1.604  -0.982
C  -0.467  -0.887  -1.073
C  -0.816  -0.517  1.527
C  0.525  0.049  1.163
C  0.150  0.360  -1.726
C  0.576  1.410  0.481
H  -0.277  0.560  -2.718
H  -0.212  2.091  0.848
H  -1.557  -0.817  -1.152
H  0.404  -2.071  0.557
H  1.366  -0.184  1.819
H  1.233  0.165  -1.917
H  -0.152  -1.753  -1.663
H  1.494  1.941  0.753
H  -1.686  0.098  1.293
H  -0.911  -1.095  2.443

---

Entry 8:
DFT (the ωB97M-V functional and the def2-TZVPD basis) results for a cluster of 6 separate species, C29H69BFN5O12PS5 in total at a distorted geometry.

- largest force on an atom (eV/A) = 4.2
- net charge = +1
- LUMO (eV) = -2.26
- Kohn-Sham gap (eV) = 7.593

Element x y z (Å)
S  -4.648  -4.974  -2.655
S  -7.506  -2.910  -4.670
S  6.143  -1.009  -2.386
S  -1.399  -7.674  -4.581
S  -1.858  -2.465  -2.459
P  -0.390  1.496  0.517
F  3.133  -3.327  2.214
O  0.922  5.477  3.244
O  -2.369  2.887  7.120
O  -0.161  0.032  -0.181
O  -7.840  -4.299  -5.097
O  -4.310  -3.801  -3.514
O  1.523  -2.861  3.559
O  3.064  -0.555  0.515
O  -2.331  -6.664  -4.004
O  -1.515  -1.076  -2.013
O  -1.802  1.383  1.325
O  6.379  0.460  -2.282
O  -1.905  4.514  8.594
N  5.562  2.217  4.485
N  -0.690  2.478  -0.674
N  1.446  -1.788  1.572
N  2.965  2.945  2.502
N  -0.432  4.609  1.432
C  3.718  3.632  1.406
C  2.235  -0.591  1.358
C  -7.596  -1.863  -6.131
C  1.176  1.816  1.445
C  6.092  2.238  1.332
C  -8.967  -2.232  -3.864
C  5.022  3.532  4.080
C  -0.352  -3.447  -2.356
C  5.938  -1.398  -4.131
C  2.892  4.256  0.208
C  1.863  0.614  2.235
C  0.816  2.572  3.963
C  1.437  2.949  2.541
C  -5.525  -6.157  -3.681
C  -0.173  -6.780  -5.550
C  3.159  1.452  2.666
C  -0.173  5.926  0.772
C  -1.942  -2.442  -4.250
C  -2.513  4.159  7.677
C  -2.233  -8.430  -5.985
C  -0.948  1.664  5.493
C  4.434  -1.303  -1.913
C  3.481  3.521  3.801
C  4.876  2.888  0.659
C  -6.067  -4.511  -1.644
C  2.005  -2.669  2.538
C  -1.152  2.940  6.346
C  -0.607  1.990  3.990
C  -1.769  4.767  2.073
B  0.623  4.354  2.431
H  4.159  4.568  1.799
H  1.212  -2.247  0.693
H  -0.536  -4.432  -2.787
H  3.420  4.197  -0.758
H  5.620  4.061  3.326
H  -6.416  -5.382  -1.090
H  -0.321  3.016  7.080
H  -9.127  -2.774  -2.933
H  3.174  2.984  4.713
H  -0.740  6.747  1.253
H  3.305  1.098  3.698
H  6.770  2.980  1.804
H  -1.030  -2.000  -4.656
H  -5.750  -3.739  -0.944
H  5.101  4.177  4.988
H  -6.864  -4.123  -2.277
H  -1.849  1.029  5.527
H  -0.603  1.001  3.499
H  -7.476  -0.820  -5.837
H  5.386  2.083  5.479
H  0.820  3.460  4.631
H  5.939  1.438  2.072
H  -0.671  -6.110  -6.252
H  3.167  4.568  3.966
H  -1.669  5.222  3.081
H  1.271  0.146  3.037
H  4.332  -1.078  -0.860
H  -0.427  5.867  -0.305
H  -3.237  4.812  7.141
H  -2.600  -7.656  -6.660
H  -6.788  -2.145  -6.803
H  4.407  2.152  -0.033
H  1.437  1.851  4.533
H  -1.434  2.623  3.639
H  -3.072  -9.014  -5.610
H  0.005  3.221  -0.646
H  4.180  -2.351  -2.087
H  1.904  1.859  0.603
H  3.949  0.928  2.119
H  1.906  3.804  0.020
H  5.643  -2.443  -4.238
H  -0.772  0.003  -0.975
H  -1.103  3.867  5.732
H  -5.891  -6.974  -3.058
H  -2.309  3.800  2.116
H  -2.801  -1.843  -4.542
H  -6.357  -5.664  -4.188
H  -8.803  -1.176  -3.644
H  -2.070  -3.460  -4.615
H  5.182  -0.746  -4.570
H  -2.013  0.452  1.525
H  -2.426  5.410  1.461
H  3.771  -0.655  -2.489
H  6.716  1.788  0.531
H  2.715  5.340  0.350
H  -9.838  -2.352  -4.509
H  6.569  2.276  4.339
H  -0.111  1.070  5.911
H  5.323  3.640  -0.019
H  0.458  -2.945  -2.888
H  1.776  5.867  3.005
H  -0.086  -3.555  -1.305
H  -4.825  -6.546  -4.417
H  0.887  6.236  0.822
H  -1.539  -9.089  -6.508
H  -8.554  -2.007  -6.632
H  0.443  -6.197  -4.866
H  0.456  -7.490  -6.087
H  6.891  -1.238  -4.632

---

Number 1: molecular weight 107.16 g/mol. Number 2: molecular weight 1359.56 g/mol. Number 3: molecular weight 1033.08 g/mol. Number 4: molecular weight 104.15 g/mol. Number 5: molecular weight 98.14 g/mol. Number 6: molecular weight 101.18 g/mol. Number 7: molecular weight 94.16 g/mol. Number 8: molecular weight 901.01 g/mol.